Here is 5 unconnected molecules or ions with the total composition C47H76BrNO12S5Si from the OMol25 dataset. Energies are from ωB97M-V with the def2-TZVPD basis set.

Properties
Frontier orbital gap (eV): 7.18
Net charge: 0
SMILES: CCCN1C(=O)c2c(CCCCCCCC[Si](C)(C)c3ccccc3)cc(C[C@@H](C)Br)c(S(C)(=O)=O)c2C1=O.O=S1(=O)CCCC1.O=S1(=O)CCCC1.O=S1(=O)CCCC1.O=S1(=O)CCCC1
HOMO level (eV): -8.13

Each atom is followed by the atoms it is bonded to, with distances in Å.
Atoms and positions in Å:
1 Br -7.086 0.122 1.364  C58 2.019
2 S 10.885 -4.440 1.026  O11 1.445, O12 1.445, C28 1.784, C43 1.789
3 S 2.262 -1.597 -4.696  O8 1.446, O16 1.446, C32 1.790, C39 1.783
4 S -12.512 6.586 -2.353  O9 1.444, O15 1.447, C27 1.784, C61 1.789
5 S -7.793 4.958 0.311  O17 1.448, O19 1.446, C30 1.789, C51 1.783
6 S -3.829 -2.851 2.549  O13 1.529, O14 1.499, C35 1.875, C45 1.841
7 Si 7.001 -1.636 1.608  C41 1.928, C53 1.926, C55 1.929, C65 1.921
8 O 3.504 -1.663 -5.434  S3 1.446
9 O -12.478 6.279 -3.764  S4 1.444
10 O -1.136 -5.062 1.305  C36 1.244
11 O 10.212 -3.444 0.225  S2 1.445
12 O 10.173 -5.513 1.682  S2 1.445
13 O -5.252 -2.439 2.170  S6 1.529
14 O -3.751 -4.335 2.349  S6 1.499
15 O -11.969 5.689 -1.356  S4 1.447
16 O 2.070 -0.689 -3.588  S3 1.446
17 O -6.528 4.932 -0.392  S5 1.448
18 O 1.873 -2.669 -0.971  C34 1.245
19 O -8.046 5.865 1.409  S5 1.446
20 N 0.750 -3.796 0.869  C21 1.503, C34 1.496, C36 1.473
21 C 1.649 -3.417 2.013  N20 1.503, C49 1.599, H70 1.151, H108 1.155
22 C 2.495 3.114 0.899  C38 1.613, C63 1.618, H89 1.154, H116 1.141
23 C 13.216 -4.386 2.214  C28 1.523, C48 1.530, H107 1.092, H111 1.095
24 C -12.998 9.155 -2.257  C27 1.523, C57 1.530, H74 1.092, H126 1.095
25 C 6.143 -1.044 -1.262  C42 1.550, C65 1.549, H97 1.149
26 C 0.328 -3.340 -4.449  C39 1.523, C40 1.530, H86 1.095, H122 1.092
27 C -11.813 8.209 -2.110  S4 1.784, C24 1.523, H100 1.090, H109 1.093
28 C 11.903 -3.615 2.237  S2 1.784, C23 1.523, H88 1.092, H93 1.090
29 C 5.716 -2.990 -3.079  C42 1.552, C50 1.570, H98 1.149
30 C -9.124 5.113 -0.874  S5 1.789, C37 1.529, H103 1.090, H143 1.091
31 C -4.203 0.485 1.737  C52 1.592, C58 1.603, H81 1.158, H94 1.151
32 C 0.905 -1.389 -5.844  S3 1.790, C40 1.530, H120 1.091, H134 1.091
33 C 4.446 -0.269 1.682  C41 1.610, C60 1.636, H87 1.143, H114 1.142
34 C 0.938 -2.717 -0.150  O18 1.245, N20 1.496, C54 1.591
35 C -3.635 -2.321 4.336  S6 1.875, H72 1.156, H128 1.146, H139 1.155
36 C -0.698 -3.913 1.114  O10 1.244, N20 1.473, C62 1.587
37 C -9.858 3.771 -0.872  C30 1.529, C66 1.530, H77 1.095, H83 1.089
38 C 3.826 2.240 1.159  C22 1.613, C60 1.610, H76 1.155, H96 1.147
39 C 1.820 -3.240 -4.163  S3 1.783, C26 1.523, H68 1.092, H132 1.090
40 C 0.125 -2.706 -5.827  C26 1.530, C32 1.530, H73 1.092, H80 1.095
41 C 5.998 -0.050 2.051  Si7 1.928, C33 1.610, H121 1.143, H142 1.148
42 C 5.741 -1.487 -2.692  C25 1.550, C29 1.552, H112 1.143
43 C 12.232 -5.144 0.082  S2 1.789, C48 1.530, H91 1.090, H104 1.091
44 C 0.582 0.601 -0.967  C47 1.621, C59 1.610, H105 1.145, H140 1.157
45 C -2.664 -1.849 1.535  S6 1.841, C52 1.580, C62 1.541
46 C 6.529 -3.623 -0.566  C50 1.569, C65 1.569, H129 1.139
47 C -0.529 -0.245 -0.145  C44 1.621, C54 1.546, C67 1.567
48 C 13.521 -4.642 0.737  C23 1.530, C43 1.530, H85 1.095, H95 1.092
49 C 0.975 -3.461 3.463  C21 1.599, C56 1.635, H115 1.141, H137 1.158
50 C 6.118 -4.070 -2.013  C29 1.570, C46 1.569, H124 1.148
51 C -8.192 3.303 0.840  S5 1.783, C66 1.522, H117 1.090, H127 1.091
52 C -2.933 -0.324 1.218  C31 1.592, C45 1.580, C67 1.549
53 C 8.878 -1.290 1.860  Si7 1.926, H69 1.151, H101 1.147, H106 1.144
54 C -0.272 -1.736 0.170  C34 1.591, C47 1.546, C62 1.557
55 C 6.535 -3.159 2.697  Si7 1.929, H75 1.158, H102 1.145, H135 1.151
56 C 0.304 -2.030 3.882  C49 1.635, H79 1.157, H90 1.142, H131 1.141
57 C -14.151 8.497 -1.496  C24 1.530, C61 1.530, H130 1.092, H133 1.095
58 C -5.327 0.799 0.639  Br1 2.019, C31 1.603, C64 1.597, H136 1.156
59 C 0.486 2.162 -0.587  C44 1.610, C63 1.625, H119 1.158, H125 1.144
60 C 3.645 1.050 2.227  C33 1.636, C38 1.610, H78 1.156, H84 1.147
61 C -14.188 7.023 -1.905  S4 1.789, C57 1.530, H113 1.090, H118 1.091
62 C -1.362 -2.476 0.999  C36 1.587, C45 1.541, C54 1.557
63 C 1.927 2.914 -0.604  C22 1.618, C59 1.625, H82 1.157, H123 1.142
64 C -5.018 0.289 -0.842  C58 1.597, H92 1.158, H110 1.138, H138 1.152
65 C 6.534 -2.099 -0.197  Si7 1.921, C25 1.549, C46 1.569
66 C -9.672 3.150 0.514  C37 1.530, C51 1.522, H99 1.095, H141 1.092
67 C -1.851 0.408 0.387  C47 1.567, C52 1.549, H71 1.139
68 H 2.386 -3.951 -4.769  C39 1.092
69 H 8.962 -0.230 2.299  C53 1.151
70 H 2.120 -2.401 1.750  C21 1.151
71 H -2.007 1.511 0.147  C67 1.139
72 H -4.557 -1.699 4.652  C35 1.156
73 H -0.932 -2.541 -6.045  C40 1.092
74 H -12.769 10.148 -1.867  C24 1.092
75 H 7.340 -3.965 2.486  C55 1.158
76 H 4.146 1.810 0.135  C38 1.155
77 H -9.420 3.111 -1.629  C37 1.095
78 H 4.206 1.369 3.186  C60 1.156
79 H 0.762 -1.256 3.155  C56 1.157
80 H 0.518 -3.377 -6.598  C40 1.095
81 H -3.810 1.508 2.108  C31 1.158
82 H 1.713 3.980 -1.000  C63 1.157
83 H -10.911 3.898 -1.119  C37 1.089
84 H 2.551 0.795 2.461  C60 1.147
85 H 13.835 -3.706 0.263  C48 1.095
86 H -0.237 -2.779 -3.697  C26 1.095
87 H 3.990 -1.197 2.170  C33 1.143
88 H 12.046 -2.584 1.906  C28 1.092
89 H 2.784 4.224 1.028  C22 1.154
90 H -0.821 -2.003 3.688  C56 1.142
91 H 12.155 -4.818 -0.956  C43 1.090
92 H -6.012 0.374 -1.429  C64 1.158
93 H 11.412 -3.632 3.210  C28 1.090
94 H -4.592 -0.063 2.671  C31 1.151
95 H 14.333 -5.362 0.610  C48 1.092
96 H 4.628 2.962 1.548  C38 1.147
97 H 6.157 0.066 -0.964  C25 1.149
98 H 5.398 -3.306 -4.137  C29 1.149
99 H -10.276 3.694 1.247  C66 1.095
100 H -11.026 8.389 -2.843  C27 1.090
101 H 9.274 -2.050 2.623  C53 1.147
102 H 6.489 -2.899 3.811  C55 1.145
103 H -9.775 5.924 -0.547  C30 1.090
104 H 12.152 -6.231 0.137  C43 1.091
105 H 0.515 0.387 -2.090  C44 1.145
106 H 9.491 -1.379 0.898  C53 1.144
107 H 14.017 -3.829 2.703  C23 1.092
108 H 2.526 -4.168 2.026  C21 1.155
109 H -11.402 8.248 -1.099  C27 1.093
110 H -4.666 -0.790 -0.926  C64 1.138
111 H 13.099 -5.341 2.738  C23 1.095
112 H 5.425 -0.678 -3.434  C42 1.143
113 H -14.520 6.386 -1.084  C61 1.090
114 H 4.236 -0.312 0.561  C33 1.142
115 H 0.277 -4.345 3.645  C49 1.141
116 H 1.734 2.889 1.719  C22 1.141
117 H -7.972 3.188 1.901  C51 1.090
118 H -14.823 6.865 -2.778  C61 1.091
119 H -0.244 2.654 -1.340  C59 1.158
120 H 1.301 -1.169 -6.836  C32 1.091
121 H 6.397 0.807 1.409  C41 1.143
122 H -0.016 -4.376 -4.425  C26 1.092
123 H 2.675 2.428 -1.318  C63 1.142
124 H 6.102 -5.193 -2.250  C50 1.148
125 H 0.042 2.370 0.446  C59 1.144
126 H -13.265 9.260 -3.314  C24 1.095
127 H -7.587 2.610 0.254  C51 1.091
128 H -3.565 -3.269 4.976  C35 1.146
129 H 6.807 -4.449 0.167  C46 1.139
130 H -15.105 8.987 -1.705  C57 1.092
131 H 0.609 -1.692 4.928  C56 1.141
132 H 2.065 -3.368 -3.108  C39 1.090
133 H -13.969 8.577 -0.420  C57 1.095
134 H 0.291 -0.557 -5.495  C32 1.091
135 H 5.524 -3.547 2.306  C55 1.151
136 H -5.461 1.946 0.587  C58 1.156
137 H 1.845 -3.593 4.215  C49 1.158
138 H -4.315 1.051 -1.345  C64 1.152
139 H -2.722 -1.626 4.475  C35 1.155
140 H 1.620 0.212 -0.635  C44 1.157
141 H -9.980 2.102 0.533  C66 1.092
142 H 6.136 0.107 3.179  C41 1.148
143 H -8.709 5.343 -1.856  C30 1.091


Here is 13 unconnected molecules or ions with the total composition C47H84O39 from the OMol25 dataset. Energies are from ωB97M-V with the def2-TZVPD basis set.

Properties
Frontier orbital gap (eV): 10.22
Net charge: 0
HOMO level (eV): -10.20

Each atom is followed by the atoms it is bonded to, with distances in Å.
Atoms and positions in Å:
1 O 0.580 -0.785 -3.515  C56 1.382, C73 1.457
2 O 1.119 -2.720 5.788  C44 1.340, C85 1.412
3 O 4.159 1.027 4.180  C53 1.313, C68 1.379
4 O -4.459 0.829 1.088  C42 1.327, C58 1.414
5 O 4.204 -8.049 -4.512  C59 1.415, C77 1.346
6 O 0.302 4.806 2.892  C47 1.299, C70 1.349
7 O 0.089 -7.171 -1.139  C62 1.194
8 O -0.211 7.757 1.144  C57 1.385, C84 1.339
9 O -2.002 -5.049 2.383  C51 1.462, C66 1.400
10 O -6.490 0.645 0.004  C42 1.255
11 O 3.939 2.661 5.724  C53 1.213
12 O -3.558 -5.624 -5.283  C52 1.254
13 O -2.021 5.446 -4.472  C54 1.489, C67 1.358
14 O -2.629 3.837 -3.131  C67 1.326, C83 1.398
15 O 3.144 -6.255 -4.205  C77 1.354, C86 1.433
16 O 0.454 -2.318 0.252  C64 1.358, C69 1.392
17 O -4.028 -4.218 2.020  C45 1.407, C66 1.350
18 O -5.689 2.599 0.918  C42 1.340, C50 1.406
19 O 3.520 0.567 -0.747  C63 1.349, C80 1.362
20 O 2.016 -4.678 5.952  C44 1.379, C49 1.383
21 O 1.681 7.559 -0.071  C84 1.228
22 O -3.510 5.881 -2.732  C67 1.238
23 O -1.713 4.095 2.918  C47 1.387, C71 1.388
24 O 1.325 -8.581 0.075  C41 1.383, C62 1.348
25 O 5.376 -6.306 -3.391  C77 1.292
26 O 1.424 8.965 1.657  C81 1.422, C84 1.257
27 O 0.486 -0.153 0.335  C48 1.455, C64 1.378
28 O 1.178 1.454 -3.436  C56 1.224
29 O 2.287 1.223 5.322  C53 1.342, C78 1.435
30 O 0.478 -6.760 0.986  C43 1.389, C62 1.301
31 O -2.128 -4.444 -3.907  C52 1.349, C72 1.453
32 O 0.629 -4.217 4.120  C44 1.228
33 O -0.948 0.783 -3.015  C55 1.465, C56 1.351
34 O 0.018 2.860 3.944  C47 1.217
35 O 3.692 2.786 -0.734  C60 1.380, C80 1.341
36 O -2.840 -3.494 -5.786  C52 1.353, C82 1.464
37 O 4.591 1.537 -2.506  C80 1.261
38 O -2.969 -5.418 0.303  C66 1.245
39 O 0.523 -1.390 2.375  C64 1.258
40 C 1.492 -4.490 -3.540  C86 1.558, H92 1.090, H103 1.090, H105 1.090
41 C 1.683 -8.680 1.407  O24 1.383, C43 1.534, H97 1.090, H124 1.090
42 C -5.616 1.292 0.629  O4 1.327, O10 1.255, O18 1.340
43 C 1.066 -7.431 2.051  O30 1.389, C41 1.534, H112 1.090, H152 1.090
44 C 1.222 -3.892 5.145  O2 1.340, O20 1.379, O32 1.228
45 C -3.788 -4.214 3.406  O17 1.407, C51 1.483, H147 1.090, H156 1.090
46 C 3.586 8.988 2.677  C81 1.480, H109 1.090, H115 1.090, H134 1.090
47 C -0.415 3.811 3.320  O6 1.299, O23 1.387, O34 1.217
48 C 0.331 1.091 1.074  O27 1.455, C65 1.542, H113 1.090, H131 1.090
49 C 2.516 -4.006 7.052  O20 1.383, C85 1.489, H161 1.090, H170 1.090
50 C -6.827 3.283 0.455  O18 1.406, H101 1.090, H153 1.090, H166 1.090
51 C -2.317 -4.277 3.583  O9 1.462, C45 1.483, H137 1.090, H159 1.090
52 C -2.925 -4.582 -4.986  O12 1.254, O31 1.349, O36 1.353
53 C 3.514 1.716 5.093  O3 1.313, O11 1.213, O29 1.342
54 C -1.987 6.841 -4.991  O13 1.489, C61 1.540, H102 1.090, H121 1.090
55 C -1.580 -0.502 -2.706  O33 1.465, C73 1.529, H135 1.090, H169 1.090
56 C 0.355 0.560 -3.293  O1 1.382, O28 1.224, O33 1.351
57 C -1.030 6.943 0.379  O8 1.385, H99 1.090, H116 1.090, H130 1.090
58 C -4.039 -0.471 0.720  O4 1.414, C75 1.571, H104 1.090, H167 1.090
59 C 5.268 -8.962 -4.319  O5 1.415, H89 1.090, H107 1.090, H129 1.090
60 C 4.212 4.014 -1.088  O35 1.380, C74 1.530, H87 1.090, H91 1.090
61 C -1.670 7.922 -3.940  C54 1.540, H96 1.090, H100 1.090, H143 1.090
62 C 0.648 -7.431 -0.116  O7 1.194, O24 1.348, O30 1.301
63 C 3.356 -0.598 -1.407  O19 1.349, H111 1.090, H144 1.090, H155 1.090
64 C 0.564 -1.281 1.122  O16 1.358, O27 1.378, O39 1.258
65 C -0.094 2.272 0.178  C48 1.542, H98 1.090, H154 1.090, H165 1.090
66 C -3.048 -4.957 1.458  O9 1.400, O17 1.350, O38 1.245
67 C -2.783 5.127 -3.394  O13 1.358, O14 1.326, O22 1.238
68 C 3.198 0.368 3.443  O3 1.379, C78 1.501, H126 1.090, H168 1.090
69 C 0.167 -3.630 0.616  O16 1.392, H139 1.090, H140 1.090, H160 1.090
70 C 1.638 4.885 3.059  O6 1.349, C76 1.551, H93 1.090, H117 1.090
71 C -2.730 3.215 3.261  O23 1.388, H149 1.090, H157 1.090, H164 1.090
72 C -2.247 -5.349 -2.775  O31 1.453, H132 1.090, H133 1.090, H145 1.090
73 C -0.550 -1.577 -3.050  O1 1.457, C55 1.529, H118 1.090, H141 1.090
74 C 3.335 5.222 -0.754  C60 1.530, H127 1.090, H162 1.090, H163 1.090
75 C -2.941 -0.884 1.766  C58 1.571, H125 1.090, H148 1.090, H150 1.090
76 C 1.825 5.788 4.307  C70 1.551, H142 1.090, H146 1.090, H158 1.090
77 C 4.369 -6.804 -4.029  O5 1.346, O15 1.354, O25 1.292
78 C 1.933 0.337 4.250  O29 1.435, C68 1.501, H90 1.090, H122 1.090
79 C -3.143 -3.940 -8.232  C82 1.524, H95 1.090, H106 1.090, H138 1.090
80 C 3.997 1.663 -1.401  O19 1.362, O35 1.341, O37 1.261
81 C 2.724 9.539 1.608  O26 1.422, C46 1.480, H88 1.090, H119 1.090
82 C -3.751 -3.430 -6.931  O36 1.464, C79 1.524, H123 1.090, H151 1.090
83 C -3.444 3.132 -2.239  O14 1.398, H94 1.090, H110 1.090, H136 1.090
84 C 1.045 8.099 0.829  O8 1.339, O21 1.228, O26 1.257
85 C 2.009 -2.617 6.880  O2 1.412, C49 1.489, H108 1.090, H128 1.090
86 C 2.959 -4.865 -3.908  O15 1.433, C40 1.558, H114 1.090, H120 1.090
87 H 4.443 4.039 -2.153  C60 1.090
88 H 3.121 9.318 0.617  C81 1.090
89 H 4.840 -9.962 -4.390  C59 1.090
90 H 1.768 -0.664 4.650  C78 1.090
91 H 5.146 4.132 -0.538  C60 1.090
92 H 1.317 -5.178 -2.713  C40 1.090
93 H 2.140 5.352 2.213  C70 1.090
94 H -4.526 3.117 -2.369  C83 1.090
95 H -2.700 -4.935 -8.187  C79 1.090
96 H -1.804 8.924 -4.348  C61 1.090
97 H 1.257 -9.512 1.969  C41 1.090
98 H 0.455 2.217 -0.762  C65 1.090
99 H -0.399 6.113 0.062  C57 1.090
100 H -2.339 7.847 -3.082  C61 1.090
101 H -6.997 4.213 0.999  C50 1.090
102 H -1.245 6.784 -5.787  C54 1.090
103 H 0.764 -4.749 -4.309  C40 1.090
104 H -4.914 -1.119 0.754  C58 1.090
105 H 1.454 -3.434 -3.272  C40 1.090
106 H -3.944 -4.102 -8.953  C79 1.090
107 H 6.079 -8.875 -5.042  C59 1.090
108 H 2.827 -1.909 6.745  C85 1.090
109 H 4.651 9.192 2.565  C46 1.090
110 H -3.126 2.098 -2.110  C83 1.090
111 H 2.524 -1.180 -1.013  C63 1.090
112 H 1.926 -6.945 2.512  C43 1.090
113 H -0.330 1.001 1.935  C48 1.090
114 H 3.573 -4.593 -3.050  C86 1.090
115 H 3.362 9.329 3.688  C46 1.090
116 H -1.612 7.471 -0.377  C57 1.090
117 H 2.223 3.965 3.081  C70 1.090
118 H -0.296 -2.278 -2.254  C73 1.090
119 H 2.751 10.628 1.632  C81 1.090
120 H 3.298 -4.421 -4.844  C86 1.090
121 H -2.960 7.079 -5.420  C54 1.090
122 H 1.046 0.668 3.711  C78 1.090
123 H -4.128 -2.409 -6.976  C82 1.090
124 H 2.768 -8.593 1.360  C41 1.090
125 H -3.334 -0.790 2.778  C75 1.090
126 H 3.027 0.844 2.477  C68 1.090
127 H 3.674 6.093 -1.315  C74 1.090
128 H 1.339 -2.251 7.659  C85 1.090
129 H 5.582 -9.031 -3.278  C59 1.090
130 H -1.635 6.594 1.216  C57 1.090
131 H 1.305 1.268 1.530  C48 1.090
132 H -2.528 -6.375 -3.011  C72 1.090
133 H -1.269 -5.318 -2.295  C72 1.090
134 H 3.543 7.901 2.740  C46 1.090
135 H -1.758 -0.465 -1.631  C55 1.090
136 H -3.208 3.548 -1.259  C83 1.090
137 H -2.101 -4.879 4.466  C51 1.090
138 H -2.476 -3.164 -8.606  C79 1.090
139 H 0.940 -4.173 0.072  C69 1.090
140 H 0.318 -3.928 1.654  C69 1.090
141 H -0.992 -2.176 -3.847  C73 1.090
142 H 2.859 5.929 4.621  C76 1.090
143 H -0.642 7.827 -3.591  C61 1.090
144 H 4.180 -1.311 -1.410  C63 1.090
145 H -2.994 -5.022 -2.052  C72 1.090
146 H 1.297 6.725 4.133  C76 1.090
147 H -4.145 -3.303 3.886  C45 1.090
148 H -2.079 -0.230 1.637  C75 1.090
149 H -2.741 3.070 4.342  C71 1.090
150 H -2.579 -1.906 1.656  C75 1.090
151 H -4.672 -4.005 -6.840  C82 1.090
152 H 0.327 -7.656 2.820  C43 1.090
153 H -6.779 3.768 -0.520  C50 1.090
154 H -1.170 2.213 0.010  C65 1.090
155 H 3.073 -0.488 -2.454  C63 1.090
156 H -4.408 -5.042 3.749  C45 1.090
157 H -2.458 2.230 2.882  C71 1.090
158 H 1.340 5.305 5.155  C76 1.090
159 H -1.880 -3.281 3.514  C51 1.090
160 H -0.832 -3.872 0.255  C69 1.090
161 H 3.606 -4.004 7.030  C49 1.090
162 H 3.220 5.381 0.318  C74 1.090
163 H 2.313 5.119 -1.118  C74 1.090
164 H -3.732 3.508 2.947  C71 1.090
165 H 0.094 3.298 0.494  C65 1.090
166 H -7.741 2.690 0.486  C50 1.090
167 H -3.531 -0.471 -0.244  C58 1.090
168 H 3.549 -0.640 3.224  C68 1.090
169 H -2.507 -0.667 -3.256  C55 1.090
170 H 2.082 -4.415 7.964  C49 1.090